[1]
Formula: C47H41BrN9O5P2PtS2
Source: OMol25
Level of theory: wB97M-V/def2-TZVPD

The geometry in ORCA input format:
```
! wB97M-V def2-TZVPD RIJCOSX def2/J DEFGRID3
* xyz 1 1
Pt -0.765 0.633 -1.391
C 1.655 -5.482 4.221
S 0.556 -4.267 4.970
C -0.067 -3.471 3.477
C 0.965 -2.595 2.779
C 0.330 -1.711 1.715
N 1.237 -0.871 0.949
P 1.856 -1.705 -0.396
C 2.881 -3.102 0.175
C 2.472 -4.436 0.193
C 3.370 -5.448 0.499
C 4.687 -5.136 0.805
C 5.107 -3.814 0.788
C 4.216 -2.806 0.455
C 0.312 -2.360 -3.780
C 0.599 -2.525 -5.154
C 0.101 -3.667 -5.689
C -0.625 -4.679 -4.936
C -0.762 -4.597 -3.608
C -0.058 -3.489 -2.903
P 0.671 0.821 0.425
C 0.019 1.127 2.158
C 0.963 0.755 3.239
C 0.524 0.519 4.481
C -0.892 0.425 4.787
C -1.827 0.637 3.850
C -1.436 1.117 2.520
C -0.033 3.474 -1.792
C -0.113 4.881 -1.587
C 0.989 5.718 -1.812
C 2.206 5.191 -2.161
C 2.311 3.804 -2.344
C 1.231 2.972 -2.178
H 2.102 -6.051 5.034
H 2.458 -5.016 3.651
H 1.099 -6.171 3.585
H -0.926 -2.874 3.796
H -0.447 -4.249 2.808
H 1.754 -3.207 2.350
H 1.431 -1.931 3.505
H -0.445 -1.112 2.187
H -1.384 -2.730 0.801
H 1.438 -4.703 0.000
H 3.038 -6.478 0.513
H 5.386 -5.924 1.053
H 6.135 -3.568 1.019
H 4.562 -1.779 0.418
H 0.976 -1.701 -5.739
H 0.170 -3.802 -6.761
H -1.073 -5.494 -5.485
H -1.293 -5.341 -3.030
H 0.927 -3.903 -2.616
H 2.014 0.676 2.991
H 1.233 0.292 5.268
H -1.182 0.109 5.781
H -2.875 0.455 4.051
H -2.149 1.060 1.702
H -1.067 5.322 -1.347
H 0.868 6.787 -1.690
H 3.063 5.831 -2.322
H 3.257 3.377 -2.651
H 1.332 1.911 -2.359
N 4.377 6.371 3.658
C 3.315 5.843 3.010
C 3.455 4.671 2.243
C 2.369 4.137 1.596
C 1.117 4.756 1.714
C 0.964 5.928 2.472
C 2.048 6.463 3.112
S -0.171 4.071 0.844
O -1.383 4.833 1.096
O -0.675 2.342 2.505
N -1.076 2.641 -1.486
C -2.389 3.056 -1.672
N -3.299 2.408 -0.936
C -4.568 2.750 -1.128
C -4.946 3.737 -2.022
C -3.915 4.362 -2.702
N -2.639 4.035 -2.541
H 5.298 5.993 3.535
H 4.298 7.248 4.140
H 4.424 4.196 2.161
H 2.467 3.238 0.996
H -0.010 6.394 2.543
H 1.942 7.364 3.703
H -5.303 2.214 -0.535
H -5.980 4.005 -2.178
H -4.119 5.159 -3.409
Br -5.469 -0.740 0.723
C -4.918 -1.266 -1.010
C -5.513 -2.358 -1.619
N -5.149 -2.781 -2.827
C -4.182 -2.113 -3.447
C -3.517 -1.013 -2.907
C -3.906 -0.578 -1.647
C -2.418 -0.357 -3.713
O -2.137 -0.851 -4.802
O -1.789 0.656 -3.206
H -6.301 -2.907 -1.117
H -3.901 -2.456 -4.435
H -3.438 0.276 -1.176
O 0.282 -1.249 -3.179
N -0.550 -1.333 -1.967
C -0.644 -2.749 -1.684
C 0.193 -2.635 -0.454
N -0.394 -2.528 0.689
C -1.994 -3.240 -1.338
N -2.941 -3.693 -0.874
*
```

Properties
- energy relative to the best compared isomer or geometry (same formula, charge and spin) (eV) = 4.0573
- E_tot (hartree) = -6856.5928
- HOMO energy (eV) = -9.263
- LUMO level (eV) = -4.27
- orbital gap (eV) = 4.99

Löwdin atomic charge list, values in e, 8 entries: 0.918, -0.411, 0.823, -0.511, -0.196, -0.359, -0.463, 1.059

[2]
Formula: C2HCl5Si
Source: OMol25
Level of theory: wB97M-V/def2-TZVPD

The geometry in ORCA input format:
```
! wB97M-V def2-TZVPD RIJCOSX def2/J DEFGRID3
* xyz 0 1
C -0.550 -0.954 -0.688
C 0.396 -1.537 0.055
Si 3.205 -0.131 0.147
Cl -2.283 -1.548 -0.926
Cl 0.593 -2.864 1.038
Cl 4.446 -0.387 1.704
Cl 3.819 -1.017 -1.601
Cl 3.143 1.829 -0.024
H -0.163 0.020 -1.084
*
```

Properties
- energy relative to the best compared isomer or geometry (same formula, charge and spin) (eV) = 0.5290
- E_tot (hartree) = -2667.2639
- HOMO energy (spin up / spin down) (eV) = -8.759 / -9.480
- LUMO level (spin up / spin down) (eV) = -1.68 / -1.74
- orbital gap (spin up / spin down) (eV) = 7.08 / 7.74

natural (NBO) atomic charge list, values in e, 8 entries: -0.326, -0.114, 1.152, -0.036, 0.102, -0.339, -0.350, -0.342

[3]
Formula: C2H6O3S2
Source: OMol25
Level of theory: wB97M-V/def2-TZVPD

The geometry in ORCA input format:
```
! wB97M-V def2-TZVPD RIJCOSX def2/J DEFGRID3
* xyz 0 1
C 1.785 -0.681 0.861
C 1.517 -0.245 -0.340
O -2.992 -1.320 0.746
O -2.329 -0.340 -1.505
O -1.311 2.099 -0.602
S -1.623 1.328 0.819
S -1.777 -0.689 -0.165
H 2.807 -0.968 1.194
H -3.844 -1.092 0.395
H 1.063 -0.916 1.660
H 0.430 -0.015 -0.701
H 2.432 -0.321 -1.019
H -2.082 2.087 -1.308
*
```

Properties
- energy relative to the best compared isomer or geometry (same formula, charge and spin) (eV) = 2.3596
- E_tot (hartree) = -1101.7900
- HOMO energy (eV) = -9.332
- LUMO level (eV) = -0.07
- orbital gap (eV) = 9.26

natural (NBO) atomic charge list, values in e, 8 entries: -0.394, -0.395, -0.880, -0.924, -0.859, 0.300, 1.358, 0.195

[4]
Formula: C30H31N9O6Rb
Source: OMol25
Level of theory: wB97M-V/def2-TZVPD

The geometry in ORCA input format:
```
! wB97M-V def2-TZVPD RIJCOSX def2/J DEFGRID3
* xyz -1 1
Rb 0.279 1.123 0.583
C -2.789 2.813 -3.919
C -3.391 1.863 -3.102
C -3.164 1.861 -1.731
C -2.330 2.819 -1.135
C -1.694 3.742 -1.979
C -1.926 3.740 -3.348
N -2.112 2.813 0.245
C -2.645 3.725 1.016
C -3.583 4.732 0.532
C -4.135 5.652 1.360
C -3.825 5.690 2.757
C -2.965 4.768 3.264
C -2.355 3.772 2.445
N -1.472 2.859 2.926
N -1.287 2.875 4.174
C -0.286 2.008 4.629
C -0.193 1.883 6.023
C 0.807 1.109 6.573
C 1.708 0.462 5.733
C 1.538 0.625 4.368
N 0.571 1.370 3.819
H -2.957 2.806 -4.990
H -4.053 1.118 -3.536
H -3.646 1.137 -1.087
H -1.032 4.474 -1.532
H -1.421 4.467 -3.978
H -3.842 4.714 -0.520
H -4.838 6.377 0.959
H -4.266 6.451 3.392
H -2.704 4.768 4.313
H -0.912 2.411 6.634
H 0.892 1.011 7.649
H 2.513 -0.151 6.121
H 2.203 0.117 3.672
N 0.696 -2.091 0.153
C 2.093 -2.529 0.166
C 2.361 -3.975 -0.301
C 1.232 -4.996 -0.137
C 0.796 -5.237 1.313
N 1.932 -5.493 2.182
C 2.389 -6.675 2.321
N 3.463 -6.913 3.160
N 1.902 -7.798 1.685
C 2.699 -2.129 1.526
O 2.958 -3.057 2.454
O 2.919 -0.964 1.754
H 0.044 -2.860 0.116
H 0.498 -1.489 -0.650
H 2.633 -1.874 -0.512
H 3.252 -4.351 0.205
H 2.610 -3.937 -1.362
H 1.582 -5.941 -0.560
H 0.363 -4.695 -0.729
H 0.047 -6.041 1.346
H 0.299 -4.348 1.703
H 2.589 -3.950 2.267
H 3.934 -6.077 3.461
H 4.068 -7.681 2.928
H 0.990 -7.703 1.275
H 2.049 -8.675 2.150
O 1.148 1.660 -1.769
C 0.468 0.784 -2.344
O -0.131 -0.193 -1.808
C 0.377 0.861 -3.865
C -0.414 -0.037 -4.570
C -0.502 0.030 -5.955
C 0.207 0.996 -6.649
C 1.001 1.877 -5.931
C 1.097 1.822 -4.552
N 1.768 2.903 -6.666
O 1.697 2.917 -7.881
O 2.442 3.682 -6.028
H -0.963 -0.775 -3.997
H -1.136 -0.661 -6.497
H 0.159 1.075 -7.725
H 1.702 2.531 -4.005
*
```

Properties
- E_tot (hartree) = -2130.1979
- HOMO energy (eV) = -3.609
- LUMO level (eV) = 1.69
- orbital gap (eV) = 5.30

natural (NBO) atomic charge list, values in e, 8 entries: 0.941, -0.270, -0.226, -0.205, 0.151, -0.257, -0.200, -0.600

Please write out number 3 again, unchanged.
Formula: C2H6O3S2
Source: OMol25
Level of theory: wB97M-V/def2-TZVPD

The geometry in ORCA input format:
```
! wB97M-V def2-TZVPD RIJCOSX def2/J DEFGRID3
* xyz 0 1
C 1.785 -0.681 0.861
C 1.517 -0.245 -0.340
O -2.992 -1.320 0.746
O -2.329 -0.340 -1.505
O -1.311 2.099 -0.602
S -1.623 1.328 0.819
S -1.777 -0.689 -0.165
H 2.807 -0.968 1.194
H -3.844 -1.092 0.395
H 1.063 -0.916 1.660
H 0.430 -0.015 -0.701
H 2.432 -0.321 -1.019
H -2.082 2.087 -1.308
*
```

Properties
- energy relative to the best compared isomer or geometry (same formula, charge and spin) (eV) = 2.3596
- E_tot (hartree) = -1101.7900
- HOMO energy (eV) = -9.332
- LUMO level (eV) = -0.07
- orbital gap (eV) = 9.26

natural (NBO) atomic charge list, values in e, 8 entries: -0.394, -0.395, -0.880, -0.924, -0.859, 0.300, 1.358, 0.195

- The highest E_tot belongs to which entry?
  C2H6O3S2

- What is the E_tot in the third record?
  -1101.7900 hartree